Entry 1
4 unconnected molecules or ions with the total composition H8O4. Source: the OMol25 dataset; level of theory: ωB97M-V/def2-TZVPD.

Bonds (Å) are listed after each position.
Geometry (Å):
1 O 23.37 -18.78 18.05  H2 0.974, H3 0.961
2 H 22.40 -18.77 18.03  O1 0.974
3 H 23.60 -18.18 18.76  O1 0.961
4 O 20.91 -21.22 19.97  H5 0.965, H6 0.963
5 H 21.39 -21.57 19.21  O4 0.965
6 H 21.60 -20.85 20.53  O4 0.963
7 O 17.83 -18.05 17.67  H8 0.964, H9 0.964
8 H 17.79 -17.78 16.74  O7 0.964
9 H 17.46 -17.30 18.16  O7 0.964
10 O 20.56 -18.86 18.41  H11 0.967, H12 0.969
11 H 20.22 -19.70 18.75  O10 0.967
12 H 19.77 -18.32 18.22  O10 0.969

Calculated values
SMILES = O.O.O.O
HOMO level = -10.688 eV
HOMO-LUMO gap = 0.413 Eh

Mulliken atomic charge list, values in e, 4 entries:
1 O -0.643
2 H 0.401
3 H 0.299
4 O -0.692

***

Entry 2
4 unconnected molecules or ions with the total composition H8O4. Source: the OMol25 dataset; level of theory: ωB97M-V/def2-TZVPD.

Bonds (Å) are listed after each position.
Geometry (Å):
1 O -3.23 -0.67 0.31  H2 0.957, H3 0.957
2 H -3.43 -0.36 1.19  O1 0.957
3 H -2.34 -1.02 0.37  O1 0.957
4 O 2.15 2.29 -0.61  H5 0.957, H6 0.957
5 H 1.45 2.92 -0.76  O4 0.957
6 H 2.39 2.41 0.31  O4 0.957
7 O 0.31 -0.18 0.58  H8 0.957, H9 0.957
8 H -0.45 0.38 0.73  O7 0.957
9 H 1.06 0.40 0.65  O7 0.957
10 O 0.43 -2.21 -1.17  H11 0.957, H12 0.957
11 H 1.36 -2.42 -1.11  O10 0.957
12 H 0.29 -1.54 -0.50  O10 0.957

Calculated values
SMILES = O.O.O.O
HOMO level = -10.638 eV
HOMO-LUMO gap = 0.395 Eh

Mulliken atomic charge list, values in e, 4 entries:
1 O -0.635
2 H 0.318
3 H 0.309
4 O -0.652

***

Stability verdict: entry 1, ahead by 0.0167 hartree

***

Entry 1
4 unconnected molecules or ions with the total composition H8O4. Source: the OMol25 dataset; level of theory: ωB97M-V/def2-TZVPD.

Bonds (Å) are listed after each position.
Geometry (Å):
1 O -0.27 -0.55 0.64  H2 0.992, H3 0.963
2 H 0.62 -0.50 1.08  O1 0.992
3 H -0.23 -0.12 -0.22  O1 0.963
4 O -3.07 -0.88 -0.36  H5 0.968, H6 0.941
5 H -3.45 -0.04 -0.64  O4 0.968
6 H -3.50 -1.03 0.46  O4 0.941
7 O 2.71 -1.43 -0.39  H8 0.927, H9 0.968
8 H 1.96 -0.95 -0.12  O7 0.927
9 H 3.34 -0.97 0.18  O7 0.968
10 O 0.33 2.31 -0.11  H11 0.900, H12 0.943
11 H 0.40 1.42 -0.26  O10 0.900
12 H 1.17 2.72 -0.26  O10 0.943

Calculated values
SMILES = O.O.O.O
HOMO level = -11.445 eV
HOMO-LUMO gap = 0.429 Eh

Mulliken atomic charge list, values in e, 4 entries:
1 O -0.582
2 H 0.323
3 H 0.345
4 O -0.617

***

Entry 2
4 unconnected molecules or ions with the total composition H8O4. Source: the OMol25 dataset; level of theory: ωB97M-V/def2-TZVPD.

Bonds (Å) are listed after each position.
Geometry (Å):
1 O 2.00 2.47 1.24  H2 0.979, H3 0.962
2 H 1.19 1.93 1.07  O1 0.979
3 H 2.40 2.60 0.38  O1 0.962
4 O -3.04 -0.26 -1.45  H5 0.964, H6 0.964
5 H -2.80 -0.96 -0.83  O4 0.964
6 H -3.09 -0.71 -2.31  O4 0.964
7 O 1.14 -1.91 0.77  H8 0.965, H9 0.967
8 H 0.68 -2.68 0.43  O7 0.965
9 H 1.84 -1.73 0.13  O7 0.967
10 O -0.06 0.76 0.39  H11 0.975, H12 0.964
11 H 0.58 0.04 0.30  O10 0.975
12 H -0.84 0.46 -0.11  O10 0.964

Calculated values
SMILES = O.O.O.O
HOMO level = -10.642 eV
HOMO-LUMO gap = 0.394 Eh

Mulliken atomic charge list, values in e, 4 entries:
1 O -0.654
2 H 0.411
3 H 0.295
4 O -0.639

***

Stability verdict: entry 2, ahead by 0.0316 hartree

***

Entry 1
2 unconnected molecules or ions with the total composition C7H11N. Source: the OMol25 dataset; level of theory: ωB97M-V/def2-TZVPD.

Bonds (Å) are listed after each position.
Geometry (Å):
1 C -0.39 2.73 0.36  C2 1.192, H9 1.121
2 C -0.29 1.55 0.19  C1 1.192
3 C 0.08 0.07 -2.31  N8 1.248, H10 1.049, H11 1.069
4 C -1.80 -0.94 0.69  C6 1.521, H12 1.098, H13 1.119, H14 1.056
5 C 2.06 -0.07 0.39  C7 1.488, H15 1.085, H16 1.062, H17 1.051
6 C -0.32 -1.18 0.92  C4 1.521, C7 1.572, H18 1.095, H19 1.059
7 C 0.65 -0.35 0.01  C5 1.488, C6 1.572, N8 1.405
8 N 0.33 -0.65 -1.33  C3 1.248, C7 1.405
9 H -0.68 3.76 0.68  C1 1.121
10 H 0.04 -0.27 -3.31  C3 1.049
11 H -0.34 1.05 -2.28  C3 1.069
12 H -1.88 0.16 0.64  C4 1.098
13 H -2.29 -1.52 -0.13  C4 1.119
14 H -2.34 -1.15 1.57  C4 1.056
15 H 2.61 -1.01 0.34  C5 1.085
16 H 2.66 0.40 -0.34  C5 1.062
17 H 2.02 0.44 1.31  C5 1.051
18 H -0.12 -0.85 1.95  C6 1.095
19 H -0.01 -2.16 0.66  C6 1.059

Calculated values
HOMO level = -9.378 eV
HOMO-LUMO gap = 0.377 Eh

Mulliken atomic charge list, values in e, 4 entries:
1 C -0.120
2 C -0.850
3 C -0.308
4 C -1.063

***

Entry 2
2 unconnected molecules or ions with the total composition C7H11N. Source: the OMol25 dataset; level of theory: ωB97M-V/def2-TZVPD.

Bonds (Å) are listed after each position.
Geometry (Å):
1 C 1.54 -0.83 0.40  C2 1.386, C6 1.389, H7 1.118
2 C 1.11 -1.65 -0.63  C1 1.386, C3 1.456, H8 1.039
3 C -0.31 -1.96 -0.50  C2 1.456, C4 1.364, H9 1.061
4 C -1.14 -1.28 0.34  C3 1.364, C5 1.420, H10 1.029
5 C -0.59 -0.55 1.42  C4 1.420, C6 1.291, H11 1.119
6 C 0.69 -0.37 1.39  C1 1.389, C5 1.291, H12 1.082
7 H 2.61 -0.61 0.18  C1 1.118
8 H 1.63 -1.93 -1.49  C2 1.039
9 H -0.77 -2.51 -1.28  C3 1.061
10 H -2.16 -1.36 0.28  C4 1.029
11 H -1.24 0.18 1.96  C5 1.119
12 H 1.10 0.09 2.29  C6 1.082
13 C -0.30 2.27 -0.20  N14 1.527, H15 1.158, H16 1.252, H17 1.150
14 N -0.17 1.30 -1.37  C13 1.527, H18 0.937, H19 1.004
15 H -0.15 3.33 -0.63  C13 1.158
16 H -1.46 2.30 0.26  C13 1.252
17 H 0.49 2.00 0.60  C13 1.150
18 H 0.07 0.44 -1.08  N14 0.937
19 H -0.96 1.15 -1.96  N14 1.004

Calculated values
SMILES = c1ccccc1.CN
HOMO level = -8.771 eV
HOMO-LUMO gap = 0.360 Eh

Mulliken atomic charge list, values in e, 4 entries:
1 C -0.273
2 C -0.390
3 C -0.516
4 C -0.449

***

Stability verdict: entry 2, ahead by 0.1169 hartree

***

Entry 1
2 unconnected molecules or ions with the total composition C2H3NS3. Source: the OMol25 dataset; level of theory: ωB97M-V/def2-TZVPD.

Bonds (Å) are listed after each position.
Geometry (Å):
1 C -2.56 -2.00 0.02  N2 1.184, H4 1.031
2 N -2.54 -1.79 1.18  C1 1.184, S3 1.514
3 S -2.47 -1.48 2.66  N2 1.514
4 H -2.27 -2.35 -0.91  C1 1.031
5 S -1.15 0.98 -1.19  C6 1.681
6 C 0.29 1.15 -0.35  S5 1.681, S7 1.722, H8 1.175
7 S 1.18 -0.23 0.17  C6 1.722, H9 1.427
8 H 0.77 2.19 -0.07  C6 1.175
9 H 2.27 0.56 0.64  S7 1.427

Calculated values
SMILES = C#[N+][S-].S=CS
HOMO level = -8.458 eV
HOMO-LUMO gap = 0.289 Eh

Mulliken atomic charge list, values in e, 4 entries:
1 C -0.139
2 N -0.063
3 S -0.200
4 H 0.396

***

Entry 2
C2H3NS3 in the gas phase. Source: the OMol25 dataset; level of theory: ωB97M-V/def2-TZVPD.

Bonds (Å) are listed after each position.
Geometry (Å):
1 N 1.10 -1.19 0.02  C2 1.311, H7 1.082, H8 1.107
2 C -0.16 -0.86 -0.12  N1 1.311, S3 1.591, C4 1.721
3 S -1.40 -1.86 -0.20  C2 1.591
4 C -0.20 0.86 -0.08  C2 1.721, S5 1.629, S6 1.767
5 S 1.15 1.76 -0.14  C4 1.629
6 S -1.89 1.36 -0.11  C4 1.767, H9 1.334
7 H 1.78 -0.38 0.27  N1 1.082
8 H 1.29 -2.28 0.02  N1 1.107
9 H -1.67 2.60 0.34  S6 1.334

Calculated values
SMILES = NC(=S)C(=S)S
HOMO level = -8.547 eV
HOMO-LUMO gap = 0.273 Eh

Mulliken atomic charge list, values in e, 4 entries:
1 N -0.359
2 C 0.242
3 S -0.353
4 C 0.295

***

Stability verdict: entry 2, ahead by 0.0776 hartree

***

Entry 1
2 unconnected molecules or ions with the total composition C2H5N2O. Source: the OMol25 dataset; level of theory: ωB97M-V/def2-TZVPD.

Bonds (Å) are listed after each position.
Geometry (Å):
1 C 1.20 1.77 0.14  C2 1.386, O5 1.188
2 C 1.55 0.44 0.00  C1 1.386, N3 1.287, H6 1.155
3 N 0.78 -0.57 -0.19  C2 1.287, H7 1.026
4 N -2.15 -0.75 0.15  H8 0.961, H9 1.025, H10 0.986
5 O 1.10 2.96 0.12  C1 1.188
6 H 2.71 0.35 0.00  C2 1.155
7 H 1.21 -1.49 -0.29  N3 1.026
8 H -3.11 -0.68 0.12  N4 0.961
9 H -1.44 -1.20 0.74  N4 1.025
10 H -1.83 -0.84 -0.78  N4 0.986

Calculated values
Charge = +1
HOMO level = -12.751 eV
HOMO-LUMO gap = 0.163 Eh

Mulliken atomic charge list, values in e, 4 entries:
1 C 0.657
2 C -0.017
3 N -0.246
4 N -0.551

***

Entry 2
2 unconnected molecules or ions with the total composition C2H5N2O. Source: the OMol25 dataset; level of theory: ωB97M-V/def2-TZVPD.

Bonds (Å) are listed after each position.
Geometry (Å):
1 C -0.33 -2.39 0.05  C2 1.444, O5 1.135
2 C -1.18 -1.26 -0.25  C1 1.444, N3 1.271, H6 1.159
3 N -1.00 -0.02 -0.03  C2 1.271, H7 1.012
4 N 1.35 1.95 0.32  H8 1.037, H9 0.982, H10 1.093
5 O 0.17 -3.41 0.07  C1 1.135
6 H -2.17 -1.64 -0.72  C2 1.159
7 H -1.71 0.68 -0.17  N3 1.012
8 H 1.61 1.64 -0.63  N4 1.037
9 H 1.96 1.43 0.88  N4 0.982
10 H 1.29 3.03 0.47  N4 1.093

Calculated values
Charge = +1
HOMO level (spin up / spin down) = -12.823 / -12.823 eV
HOMO-LUMO gap (spin up / spin down) = 0.192 / 0.192 Eh

Mulliken atomic charge list, values in e, 4 entries:
1 C 0.594
2 C 0.000
3 N -0.277
4 N -0.660

***

Entry 3
2 unconnected molecules or ions with the total composition C2H5N2O. Source: the OMol25 dataset; level of theory: ωB97M-V/def2-TZVPD.

Bonds (Å) are listed after each position.
Geometry (Å):
1 C -1.47 0.10 -0.12  C2 1.478, N3 1.371, O5 1.195
2 C -0.07 -0.26 -0.46  C1 1.478, N3 1.432, N4 1.584
3 N -0.84 -0.93 0.54  C1 1.371, C2 1.432, H7 1.053
4 N 1.07 0.64 0.16  C2 1.584, H8 1.020, H9 1.005, H10 1.096
5 O -2.46 0.70 -0.40  C1 1.195
6 H 0.95 -0.99 -1.68  no bonds
7 H -1.06 -1.89 0.93  N3 1.053
8 H 1.89 0.83 -0.41  N4 1.020
9 H 1.53 0.31 1.00  N4 1.005
10 H 0.45 1.49 0.44  N4 1.096

Calculated values
Charge = +1
HOMO level = -15.291 eV
HOMO-LUMO gap = 0.363 Eh

Mulliken atomic charge list, values in e, 4 entries:
1 C 0.287
2 C 0.032
3 N -0.248
4 N -0.411

***

Entry 4
A gas-phase ion, C2H5N2O (charge +1). Source: the OMol25 dataset; level of theory: ωB97M-V/def2-TZVPD.

Bonds (Å) are listed after each position.
Geometry (Å):
1 C 0.15 -0.52 1.15  N3 1.423, N4 1.246, H6 1.087
2 C -0.28 0.89 -1.44  O5 1.259, H8 1.008, H9 1.202
3 N -0.54 -0.98 0.00  C1 1.423, O5 1.348, H7 1.020
4 N 0.62 0.63 1.12  C1 1.246, H10 1.020
5 O -0.46 -0.33 -1.18  C2 1.259, N3 1.348
6 H 0.05 -1.40 1.79  C1 1.087
7 H -0.46 -2.00 -0.05  N3 1.020
8 H 0.02 1.57 -0.76  C2 1.008
9 H -0.28 1.27 -2.58  C2 1.202
10 H 1.17 0.88 1.94  N4 1.020

Calculated values
Charge = +1
HOMO level = -15.644 eV
HOMO-LUMO gap = 0.349 Eh

Mulliken atomic charge list, values in e, 4 entries:
1 C 0.114
2 C 0.019
3 N -0.174
4 N -0.523

***

Stability verdict: entry 2, ahead by 0.0162 hartree

***

Entry 1
A gas-phase ion, C2H5N2O (charge +1). Source: the OMol25 dataset; level of theory: ωB97M-V/def2-TZVPD.

Bonds (Å) are listed after each position.
Geometry (Å):
1 C -0.05 2.18 1.15  N2 1.258, H6 1.080, H7 1.083
2 N 0.01 1.10 0.50  C1 1.258, N3 1.160
3 N 0.07 0.20 -0.23  N2 1.160, C4 1.770
4 C 0.22 -1.54 -0.48  N3 1.770, O5 1.291, H8 1.090, H9 1.093
5 O -0.78 -1.97 -1.18  C4 1.291, H10 0.969
6 H -1.02 2.60 1.37  C1 1.080
7 H 0.83 2.78 1.31  C1 1.083
8 H 1.23 -1.52 -0.88  C4 1.090
9 H 0.16 -1.88 0.56  C4 1.093
10 H -0.67 -1.95 -2.14  O5 0.969

Calculated values
SMILES = C=[N+]=NCO
Charge = +1
HOMO level = -14.689 eV
HOMO-LUMO gap = 0.355 Eh

Mulliken atomic charge list, values in e, 4 entries:
1 C -0.202
2 N 0.453
3 N -0.394
4 C -0.018

***

Entry 2
2 unconnected molecules or ions with the total composition C2H5N2O. Source: the OMol25 dataset; level of theory: ωB97M-V/def2-TZVPD.

Bonds (Å) are listed after each position.
Geometry (Å):
1 C 0.29 -0.93 -0.84  C2 1.487, H6 1.032, H7 1.081, H8 1.051
2 C 0.97 0.15 -0.07  C1 1.487, N3 1.237, H10 1.081
3 N 0.42 0.94 0.70  C2 1.237, H9 1.007
4 N -2.15 0.43 1.33  O5 1.099
5 O -2.90 1.17 1.00  N4 1.099
6 H 0.44 -1.71 -0.18  C1 1.032
7 H -0.76 -0.80 -1.08  C1 1.081
8 H 0.61 -0.97 -1.84  C1 1.051
9 H 1.05 1.48 1.28  N3 1.007
10 H 2.03 0.23 -0.30  C2 1.081

Calculated values
Charge = +1
HOMO level (spin up / spin down) = -15.009 / -14.817 eV
HOMO-LUMO gap (spin up / spin down) = 0.255 / 0.243 Eh

Mulliken atomic charge list, values in e, 4 entries:
1 C -1.109
2 C 0.157
3 N -0.412
4 N 0.582

***

Entry 3
A gas-phase ion, C2H5N2O (charge +1). Source: the OMol25 dataset; level of theory: ωB97M-V/def2-TZVPD.

Bonds (Å) are listed after each position.
Geometry (Å):
1 N 0.84 0.48 -1.28  C2 1.708, H6 1.086, H7 1.042
2 C -0.11 0.09 0.08  N1 1.708, N3 1.326, C4 1.510
3 N -1.22 0.78 0.31  C2 1.326, H8 0.990, H9 0.999
4 C 0.09 -1.27 0.71  C2 1.510, O5 1.205, H10 1.171
5 O 0.86 -1.43 1.62  C4 1.205
6 H 1.72 -0.16 -1.27  N1 1.086
7 H 1.04 1.44 -1.62  N1 1.042
8 H -1.54 0.59 1.22  N3 0.990
9 H -1.25 1.71 -0.06  N3 0.999
10 H -0.44 -2.23 0.29  C4 1.171

Calculated values
SMILES = NC(=[NH2+])C=O
Charge = +1
HOMO level = -15.899 eV
HOMO-LUMO gap = 0.363 Eh

Mulliken atomic charge list, values in e, 4 entries:
1 N -0.482
2 C 0.660
3 N -0.229
4 C -0.230

***

Stability verdict: entry 3, ahead by 0.0298 hartree

***

Entry 1
7 unconnected molecules or ions with the total composition H13O6S. Source: the OMol25 dataset; level of theory: ωB97M-V/def2-TZVPD.

Bonds (Å) are listed after each position.
Geometry (Å):
1 S -1.27 -0.16 -0.44  H2 1.370
2 H -1.56 1.18 -0.44  S1 1.370
3 H 1.21 0.57 -0.69  O5 0.989
4 H 2.70 1.15 -0.85  O5 0.973
5 O 1.76 1.39 -0.78  H3 0.989, H4 0.973
6 H 0.28 -3.29 0.93  O8 0.973
7 H 0.30 -1.84 0.60  O8 0.980
8 O 0.78 -2.67 0.38  H6 0.973, H7 0.980
9 H -1.07 3.78 -2.13  O11 1.000
10 H -2.01 3.41 -3.16  O11 0.930
11 O -2.01 3.97 -2.41  H9 1.000, H10 0.930
12 H -1.98 -0.57 2.00  O14 0.995
13 H -3.02 -0.08 3.14  O14 0.940
14 O -2.26 -0.60 2.95  H12 0.995, H13 0.940
15 H 1.66 -2.10 -1.76  O17 0.981
16 H 2.33 -1.15 -2.65  O17 0.964
17 O 2.25 -2.11 -2.54  H15 0.981, H16 0.964
18 H 1.19 -0.59 2.10  O20 1.037
19 H 0.07 0.23 2.75  O20 0.985
20 O 0.65 -0.52 2.99  H18 1.037, H19 0.985

Calculated values
Charge = -1
HOMO level = -4.148 eV
HOMO-LUMO gap = 0.273 Eh

Mulliken atomic charge list, values in e, 4 entries:
1 S -0.790
2 H 0.031
3 H 0.251
4 H 0.282

***

Entry 2
7 unconnected molecules or ions with the total composition H13O6S. Source: the OMol25 dataset; level of theory: ωB97M-V/def2-TZVPD.

Bonds (Å) are listed after each position.
Geometry (Å):
1 S 1.77 -0.53 1.27  H2 1.360
2 H 1.74 -1.87 1.52  S1 1.360
3 H 0.26 -3.07 -0.15  O5 0.976
4 H 0.50 -2.15 -1.27  O5 0.973
5 O -0.17 -2.79 -0.98  H3 0.976, H4 0.973
6 H -0.86 1.70 -0.93  O8 0.965
7 H -0.47 1.48 -2.47  O8 0.951
8 O -1.16 1.46 -1.82  H6 0.965, H7 0.951
9 H -1.26 -1.66 -0.88  O11 0.987
10 H -1.69 -0.20 -1.37  O11 0.948
11 O -1.66 -0.79 -0.63  H9 0.987, H10 0.948
12 H 0.22 1.86 1.01  O14 0.958
13 H -1.33 1.80 1.13  O14 0.977
14 O -0.59 2.28 0.72  H12 0.958, H13 0.977
15 H 1.97 0.51 -1.07  O17 0.963
16 H 2.13 1.00 -2.55  O17 0.959
17 O 1.50 0.73 -1.88  H15 0.963, H16 0.959
18 H -0.38 0.10 2.22  O20 0.986
19 H -1.56 -0.27 1.44  O20 0.973
20 O -1.35 0.29 2.21  H18 0.986, H19 0.973

Calculated values
Charge = -1
HOMO level = -3.953 eV
HOMO-LUMO gap = 0.267 Eh

Mulliken atomic charge list, values in e, 4 entries:
1 S -0.763
2 H -0.077
3 H 0.315
4 H 0.358

***

Stability verdict: entry 2, ahead by 0.0203 hartree